Entry from the Open Molecules 2025 dataset: a molecular structure, C5H9N3O at a distorted geometry (ωB97M-V/def2-TZVPD).

Summary:
* LUMO energy (spin up / spin down): -0.6015 / -0.6011 eV
* ΔE to the lowest compared entry with this formula, charge and spin: 111.0 kcal/mol
* E: -11844.5925 eV
* HOMO-LUMO gap (spin up / spin down): 7.42 / 7.42 eV

Structure (ORCA input):
```
! wB97M-V def2-TZVPD RIJCOSX def2/J DEFGRID3
* xyz 0 1
C 0.718 0.873 -1.198
C 1.225 1.177 0.174
C 1.241 -1.050 1.370
N 0.699 -0.156 0.363
C -0.969 -0.003 0.244
C -0.702 0.847 -1.243
N -1.480 -1.307 -0.045
N -1.553 1.236 -2.084
O -1.519 0.666 1.134
H 1.369 0.455 -1.954
H -2.477 -1.348 0.120
H -1.218 -1.691 -0.943
H -2.495 0.956 -1.796
H 0.721 1.963 0.737
H 2.306 1.226 0.268
H 2.310 -1.193 1.198
H 0.737 -2.011 1.283
H 1.086 -0.640 2.373
*
```

Here are the natural (NBO) charges for atoms 1 to 8, given in e: 0.0362, -0.2663, -0.4212, -0.3576, 0.6212, 0.1388, -0.8822, -0.5887